Molecular formula: CaH6N4O15
Method: DFT, wB97M-V/def2-TZVPD

Geometry (Å):
Ca 0.192 -0.078 0.238
N -4.823 1.113 -0.064
O -3.650 0.666 0.047
O -5.169 2.145 0.560
O -5.647 0.497 -0.791
N -0.170 1.193 -4.808
O 0.059 1.390 -3.587
O 0.457 1.706 -5.652
O -0.880 0.211 -5.090
N 5.268 -0.621 -0.970
O 4.054 -0.919 -0.820
O 5.693 -0.265 -2.035
O 6.120 -0.594 -0.077
N -1.972 -2.643 3.957
O -2.005 -1.737 4.777
O -1.286 -2.484 2.991
O -2.663 -3.622 4.206
O 2.320 0.632 3.042
H 3.198 0.266 2.939
H 2.281 0.908 3.958
O 0.258 3.671 0.535
H -0.047 4.326 -0.093
H 0.714 4.176 1.207
O -0.564 -2.984 -1.545
H -0.248 -3.820 -1.203
H -1.493 -3.133 -1.721

Calculated values
HOMO, eV: -3.2
E_LUMO, eV: 1.167
Calculated total energy, Eh: -2028.35096
Total charge: -2



Molecular formula: CdH44O22
Method: DFT, wB97M-V/def2-TZVPD

Geometry (Å):
Cd -0.022 -0.120 0.341
O -2.063 -0.909 0.113
H -2.659 -0.164 0.184
H -2.638 -1.673 0.063
O 3.250 -2.696 -0.729
H 3.774 -2.895 0.047
H 3.739 -3.083 -1.455
O -0.542 1.105 -1.163
H -0.602 0.952 -2.106
H -0.437 2.053 -1.080
O -0.326 -2.689 -3.225
H -0.023 -3.580 -3.056
H -0.411 -2.640 -4.177
O 2.147 4.930 0.027
H 1.771 4.065 -0.132
H 1.500 5.377 0.573
O -1.313 3.863 1.084
H -1.488 4.029 2.010
H -0.773 4.603 0.806
O -0.492 4.097 -1.660
H -0.284 4.271 -2.578
H -1.042 4.834 -1.395
O -1.084 1.223 4.298
H -0.773 1.813 4.985
H -2.037 1.292 4.336
O -0.821 1.094 1.675
H -1.150 1.964 1.449
H -0.702 1.121 2.624
O -3.194 -3.132 -2.846
H -3.386 -3.088 -3.783
H -2.284 -2.843 -2.775
O -3.329 -3.259 -0.208
H -3.285 -3.343 -1.161
H -2.662 -3.863 0.118
O 0.177 -1.707 1.594
H 0.935 -2.225 1.868
H -0.510 -1.939 2.218
O 2.337 3.055 -3.040
H 1.848 2.285 -3.329
H 3.175 2.993 -3.499
O -2.193 -2.435 3.276
H -2.674 -3.258 3.189
H -2.775 -1.868 3.782
O 2.268 -2.682 3.305
H 2.974 -2.095 3.574
H 2.306 -3.406 3.929
O 1.873 0.656 0.766
H 1.988 1.517 1.168
H 2.666 0.525 0.247
O 0.874 -1.341 -1.146
H 1.640 -1.904 -1.028
H 0.464 -1.660 -1.949
O -0.341 -4.931 0.292
H 0.440 -5.201 0.774
H -0.007 -4.607 -0.544
O -3.732 1.185 0.428
H -4.445 0.747 0.893
H -4.114 2.008 0.124
O 0.320 0.798 -3.778
H 0.844 0.160 -4.262
H -0.139 1.294 -4.455
O 1.654 2.918 2.572
H 2.076 2.426 3.276
H 1.681 3.828 2.866
O 3.710 0.648 -1.198
H 3.801 1.362 -1.829
H 4.519 0.145 -1.286

Calculated values
HOMO, eV: -15.5
E_LUMO, eV: -4.886
Calculated total energy, Eh: -1848.95974
Total charge: +2



Molecular formula: CdI
Method: DFT, wB97M-V/def2-TZVPD

Geometry (Å):
Cd 2.137 -0.711 -0.660
I -2.137 0.711 0.660

Calculated values
HOMO, eV: -13.6
E_LUMO, eV: -9.843
Calculated total energy, Eh: -465.00727
Total charge: +1



Molecular formula: Cl2
Method: DFT, wB97M-V/def2-TZVPD

Geometry (Å):
Cl -0.657 0.863 -0.081
Cl 0.657 -0.863 0.081

Calculated values
SMILES: ClCl
HOMO, eV: -11.4
E_LUMO, eV: -2.358
Calculated total energy, Eh: -920.33789
Total charge: 0



Molecular formula: Cl2F2H2N3O2PS2
Method: DFT, wB97M-V/def2-TZVPD

Geometry (Å):
N -2.589 0.410 -0.018
N -0.171 1.237 0.197
N -0.624 -1.066 -0.733
O -2.895 -2.073 -0.012
O 1.770 -0.113 -0.783
F -1.342 -1.118 1.589
F 0.104 0.837 -2.128
P -1.809 1.730 0.437
S -2.072 -1.024 0.201
S 0.437 0.176 -0.771
Cl -2.404 3.027 -0.809
Cl -1.918 2.444 2.279
H 0.518 1.757 0.681
H -0.232 -1.888 -1.270

Calculated values
HOMO, eV: -20.9
E_LUMO, eV: -9.372
Calculated total energy, Eh: -2573.02467
Total charge: +2



Molecular formula: Cl2FeI2O8
Method: DFT, wB97M-V/def2-TZVPD

Geometry (Å):
Fe -0.389 -1.327 -0.624
I 1.812 -2.782 -1.411
I -2.410 -3.011 0.110
Cl -0.958 1.352 -1.790
O -1.030 2.451 -2.737
O -1.026 0.104 -2.487
O 0.350 1.258 -1.198
O -2.061 1.317 -0.881
Cl 1.135 0.112 2.180
O 2.423 0.075 1.557
O 1.417 -0.308 3.541
O 0.598 1.477 2.155
O 0.137 -0.717 1.586

Calculated values
HOMO (spin up / spin down), eV: -6.8 / -6.8
E_LUMO (spin up / spin down), eV: 2.133 / -1.862
Multiplicity: 6
Calculated total energy, Eh: -3380.96851
Total charge: -1